Entry 1:
The following is a quantum chemistry calculation of a molecular structure, C22H36O2P2Re, from the Open Molecules 2025 dataset.

- HOMO (spin up / spin down) (eV) = -13.5 / -14.1
- max |F| (eV/Å) = 6.17
- energy above the lowest of the compared OMol25 structures with the same formula, charge and spin (kJ/mol) = 126.27
- calculated total energy (a.u.) = -1770.5099
- 2S+1 = 4
- total charge = +2

Atoms and positions in Å:
P1 0.30828 -2.19015 -0.16771
P2 -0.47664 1.96888 1.08859
C1 0.16956 -0.23156 -1.21447
C2 0.27695 1.25828 -0.72294
H1 -0.81781 -0.38702 -1.67679
H2 0.96931 -0.40224 -1.95191
H3 1.20264 1.75042 -1.00797
H4 -0.55142 1.73912 -1.22697
C3 -2.16749 2.40366 0.70908
H5 -2.63774 2.55582 1.69732
H6 -2.68328 1.59811 0.15049
H7 -2.12684 3.33446 0.11858
C4 0.65263 3.37543 1.01901
H8 0.28837 4.03074 0.21900
H9 1.68004 3.04597 0.78895
H10 0.60812 3.86104 2.00324
C5 -1.13697 -3.09456 -0.73751
H11 -1.19743 -3.93945 -0.03474
H12 -1.01518 -3.46258 -1.75833
H13 -2.05808 -2.48564 -0.65830
C6 1.84750 -2.84248 -0.80692
H14 2.68723 -2.19373 -0.50761
H15 1.85897 -2.91514 -1.88977
H16 1.91323 -3.85785 -0.40000
Re1 0.42299 -0.15594 0.77181
C7 0.66062 1.25629 -3.66016
C8 -0.68347 1.33314 -3.51670
C9 -1.67836 0.60911 -4.35923
C10 -1.31403 -0.83783 -4.78656
C11 -0.54540 -1.60252 -3.76030
C12 0.80206 -1.66815 -3.73289
C13 1.73578 -0.89004 -4.59103
C14 1.33960 0.58743 -4.82160
C15 -0.30619 -1.69971 2.22027
H17 1.32853 1.86246 -3.02414
H18 -1.12814 2.13005 -2.90720
H19 -1.88332 1.18364 -5.27988
H20 -2.64875 0.55938 -3.83163
H21 -2.23953 -1.39648 -4.97766
H22 -0.76947 -0.81128 -5.73497
H23 -1.14455 -2.34136 -3.20319
H24 1.28582 -2.50367 -3.24862
H25 1.83664 -1.41149 -5.56003
H26 2.74546 -0.93122 -4.14798
H27 2.26530 1.14033 -5.03600
H28 0.72186 0.63410 -5.72800
H29 0.47394 -1.69888 2.98707
H30 -0.47031 -2.75427 1.88639
H31 -1.23657 -1.28792 2.61356
O1 -0.76509 1.87256 3.08335
C16 0.16263 1.13797 3.60482
O2 1.06081 0.59664 2.88977
C17 0.20353 0.87082 5.08948
C18 1.37285 0.31702 5.62546
C19 1.39201 -0.09793 6.96046
C20 0.21899 -0.01207 7.72205
C21 -0.94117 0.57499 7.19263
C22 -0.96276 1.01933 5.86675
H32 2.25555 0.24138 4.99528
H33 2.31801 -0.48264 7.39506
H34 0.19323 -0.44900 8.72256
H35 -1.83723 0.66573 7.80601
H36 -1.83582 1.52045 5.44267

Cartesian forces, eV/Å:
P 0.69 1.78 -1.07
P -0.55 -1.12 2.55
C 0.23 1.48 -2.41
C 0.55 -0.20 -2.35
H 0.47 -0.12 0.08
H -0.60 -0.13 0.43
H 0.03 -0.10 -0.04
H -0.12 0.42 0.30
C -0.10 0.33 -0.15
H -0.02 0.08 -0.60
H 0.31 0.47 0.35
H -0.45 -0.29 0.26
C -0.09 -0.03 0.28
H 0.19 0.10 0.25
H -0.49 0.14 0.27
H 0.08 0.12 -0.39
C -0.10 0.01 0.60
H -0.24 -0.03 -0.26
H 0.19 -0.06 0.29
H 0.55 -0.26 0.11
C 0.14 -0.44 0.09
H -0.41 -0.43 0.21
H -0.12 -0.22 0.22
H 0.41 0.00 0.07
Re 0.18 -1.98 5.84
C -1.05 1.01 -0.44
C 1.28 0.74 -0.89
C -0.90 -0.35 -0.48
C -0.27 0.56 0.00
C 1.02 -1.29 -0.66
C -1.39 -0.84 -0.96
C 0.58 0.24 -0.09
C 0.33 -0.43 -0.33
C -0.22 -0.24 0.23
H -0.50 -0.23 -0.35
H 0.24 -0.43 0.15
H 0.00 -0.06 0.31
H 0.38 0.18 -0.09
H 0.16 0.27 -0.06
H -0.01 -0.12 0.21
H 0.45 0.52 -0.24
H -0.31 0.12 0.07
H -0.02 0.23 0.24
H -0.29 0.01 -0.08
H -0.33 -0.08 -0.05
H 0.10 0.24 0.35
H -0.15 -0.17 -0.06
H -0.15 0.50 0.72
H -0.08 -0.30 0.17
O 0.48 0.17 -1.08
C 0.30 0.00 0.77
O -0.09 0.05 -1.15
C -0.60 -0.09 -0.75
C -0.11 0.07 0.38
C -0.19 0.18 -0.30
C -0.08 -0.06 -0.27
C 0.13 -0.09 -0.33
C 0.58 0.22 0.23
H -0.14 -0.06 0.20
H -0.41 0.03 -0.15
H 0.06 0.37 -0.23
H 0.26 -0.04 -0.15
H 0.21 -0.33 0.16

What are the Mulliken partial charges on each atom? They are as follows, in elementary charge units: P 0.5948; P 1.1547; C -0.5069; C -1.3207; H 0.4685; H 0.2422; H 0.6195; H -0.1256; C -1.2365; H 0.3955; H 0.3799; H 0.4433; C -1.3614; H 0.4528; H 0.3584; H 0.4610; C -1.1954; H 0.5718; H 0.4997; H 0.3816; C -0.7965; H 0.3604; H 0.2454; H 0.4729; Re 1.3205; C -0.1502; C -0.5213; C -1.0769; C -0.9430; C 0.0039; C -0.7243; C -1.1097; C -0.8796; C -1.5733; H 0.5362; H 0.7952; H 0.3676; H 0.3544; H 0.4608; H 0.3191; H -0.0143; H 1.0778; H 0.3518; H 0.3540; H 0.4530; H 0.2930; H 0.4624; H 0.4984; H 0.4283; O -0.6123; C 0.6808; O -0.9237; C 0.5056; C -0.3325; C -0.5704; C -0.4153; C -0.5744; C -0.4268; H 0.4165; H 0.4023; H 0.3937; H 0.4088; H 0.4049

=====

Entry 2:
The following is a quantum chemistry calculation of a molecular structure, C22H37AlFN5O5PSeSi, from the Open Molecules 2025 dataset.

- HOMO (eV) = -14.8
- max |F| (eV/Å) = 1.01
- energy above the lowest of the compared OMol25 structures with the same formula, charge and spin (kJ/mol) = 0.00
- calculated total energy (a.u.) = -4884.5740
- 2S+1 = 1
- total charge = +3

Atoms and positions in Å:
Al1 -1.72915 0.65081 -2.24645
F1 1.03829 2.14427 3.65460
C1 1.28392 1.09203 2.85954
C2 0.65571 1.02300 1.65952
C3 0.93846 -0.03341 0.77869
C4 0.30415 -0.11506 -0.50102
O1 -0.56539 0.77160 -0.84737
C5 0.68796 -1.17373 -1.35053
C6 1.60524 -2.09205 -0.91781
N1 2.15260 -2.05939 0.30254
C7 3.08815 -3.11369 0.68943
C8 2.70486 -4.05812 1.78754
C9 2.74846 -4.53433 0.36805
C10 1.87230 -1.00677 1.16666
C11 2.49392 -0.92082 2.42036
C12 2.21677 0.11664 3.29229
N2 2.84087 0.18238 4.54409
C13 4.28509 0.03950 4.65201
C14 4.66223 -0.70671 5.91931
N3 4.08902 0.02898 7.10314
C15 2.59432 0.18598 6.96814
C16 2.27317 0.91238 5.67263
C17 0.07111 -1.19737 -2.71834
O2 0.76212 -1.31762 -3.72016
O3 -1.21695 -1.01593 -2.70860
H1 -0.04569 1.79661 1.37500
H2 1.90844 -2.91986 -1.54436
H3 4.12380 -2.81097 0.60540
H4 1.72586 -3.93594 2.23420
H5 3.48035 -4.37833 2.47047
H6 1.80005 -4.74726 -0.10820
H7 3.56076 -5.17370 0.05349
H8 3.16740 -1.70675 2.72982
H9 4.76158 1.03142 4.66519
H10 4.68907 -0.49564 3.79844
H11 5.74043 -0.76848 6.04549
H12 4.23447 -1.70672 5.93645
H13 4.52032 0.95468 7.16554
H14 4.31906 -0.45614 7.97191
H15 2.23096 0.73471 7.83400
H16 2.17299 -0.81703 6.97114
H17 2.65244 1.94152 5.71841
H18 1.19299 0.96532 5.59581
C18 -6.08103 -0.73822 -2.29042
Si1 -5.46320 0.46990 -1.04410
C19 -4.68415 -0.29303 0.44537
C20 -6.63764 1.83313 -0.65731
Se1 -3.74547 1.65940 -2.15709
H19 -7.00354 -1.21658 -1.94337
H20 -5.34139 -1.51959 -2.47701
H21 -6.29586 -0.23097 -3.23218
H22 -5.45399 -0.73286 1.08865
H23 -4.14935 0.46205 1.02391
H24 -3.98999 -1.08815 0.16226
H25 -7.52990 1.43114 -0.16604
H26 -6.95782 2.34193 -1.56850
H27 -6.17998 2.56504 0.00986
N4 0.48873 0.01828 -6.09331
C21 0.45380 1.51014 -5.88155
P1 -1.16459 1.79982 -5.08866
O4 -2.14688 1.01424 -5.89351
O5 -0.92134 1.46177 -3.63478
C22 -1.80261 3.52905 -5.14847
N5 -3.17727 3.42957 -5.76592
H28 0.51304 -0.49989 -5.17550
H29 1.30991 -0.26831 -6.62695
H30 -0.35685 -0.28116 -6.59098
H31 0.52959 2.01153 -6.84404
H32 1.28558 1.79461 -5.24295
H33 -1.18375 4.23105 -5.70271
H34 -1.90806 3.87221 -4.12214
H35 -3.26971 3.97873 -6.61988
H36 -3.90415 3.72297 -5.11119
H37 -3.32464 2.42217 -5.99796

Cartesian forces, eV/Å:
Al 0.14 -0.37 0.10
F 0.02 0.00 -0.02
C 0.02 0.04 0.09
C -0.13 0.08 -0.03
C 0.04 0.02 -0.02
C -0.05 -0.19 -0.04
O -0.16 0.16 -0.01
C -0.16 0.36 -0.06
C 0.10 -0.15 0.07
N 0.03 -0.03 -0.01
C 0.01 0.09 -0.05
C -0.06 -0.06 0.08
C -0.02 -0.09 -0.04
C 0.06 -0.09 -0.01
C 0.04 -0.11 0.04
C 0.05 0.08 0.09
N -0.05 -0.11 0.06
C -0.10 0.12 0.03
C -0.02 0.02 0.01
N -0.08 -0.03 -0.10
C 0.04 -0.01 -0.03
C 0.11 -0.04 -0.10
C -0.06 -0.21 0.27
O -0.05 -0.05 -0.06
O 0.06 0.16 -0.19
H 0.03 -0.02 -0.01
H 0.02 0.03 -0.03
H -0.01 0.06 0.00
H 0.02 0.01 -0.05
H 0.00 0.01 -0.04
H 0.02 0.03 0.03
H -0.01 0.02 0.01
H -0.01 0.05 -0.02
H 0.03 0.00 -0.04
H 0.00 -0.03 -0.03
H 0.03 0.03 0.02
H -0.02 -0.03 0.02
H 0.02 0.03 0.03
H 0.00 -0.04 0.02
H 0.02 0.03 0.01
H 0.02 -0.04 0.02
H -0.03 0.02 0.00
H -0.05 0.00 -0.02
C -0.17 -0.21 -0.02
Si 0.39 0.17 -0.26
C 0.00 -0.16 0.23
C -0.21 0.07 0.09
Se -0.17 0.22 -0.07
H 0.08 0.02 -0.04
H -0.04 0.02 -0.03
H -0.02 -0.05 0.01
H 0.08 0.01 -0.04
H -0.01 -0.03 0.02
H -0.01 0.02 0.03
H 0.05 0.06 -0.03
H -0.02 0.01 0.05
H -0.04 0.01 -0.01
N 0.04 0.24 -0.02
C 0.08 -0.04 -0.02
P -0.69 -0.49 -0.56
O 0.17 0.14 0.15
O 0.48 0.30 0.47
C 0.00 0.02 0.03
N 0.11 0.07 0.07
H -0.01 -0.16 0.10
H 0.00 0.04 -0.05
H -0.05 0.04 0.00
H 0.02 -0.04 -0.04
H 0.06 -0.02 -0.01
H -0.06 -0.01 -0.05
H 0.00 0.10 -0.01
H 0.00 0.05 0.00
H -0.01 -0.02 0.04
H 0.04 -0.10 -0.04

What are the Mulliken partial charges on each atom? They are as follows, in elementary charge units: Al -0.0574; F -0.3365; C 0.3183; C -0.6849; C 0.7960; C 1.9784; O -0.7554; C 0.0228; C -0.5436; N 0.2024; C -0.3047; C -0.4425; C -0.9846; C -0.1574; C -0.9422; C -0.7638; N 0.2558; C -0.6622; C -0.6844; N -0.1443; C -0.9585; C -0.6570; C 0.4450; O -0.8628; O -0.2781; H 0.6670; H 0.7036; H 0.4151; H 0.2489; H 0.3295; H 0.3598; H 0.2730; H 0.7926; H 0.2493; H 0.4293; H 0.3986; H 0.3916; H 0.3940; H 0.3573; H 0.4414; H 0.3670; H 0.4134; H 0.4940; C -0.9625; Si 0.2821; C -0.9601; C -0.9977; Se -0.5135; H 0.3788; H 0.3035; H 0.3033; H 0.4025; H 0.2830; H 0.2641; H 0.3623; H 0.3186; H 0.3141; N -0.0962; C -0.7710; P 1.0781; O -1.0072; O -0.1390; C -0.8147; N -0.2387; H 0.1516; H 0.4457; H 0.4077; H 0.4661; H 0.3394; H 0.4470; H 0.3804; H 0.3565; H 0.3528; H 0.3391